14
Properties=species:S:1:pos:R:3:forces:R:3:mulliken_charge:R:1 method="wB97M-V/def2-TZVPD" e_tot_ev=-10771.4010 homo_lumo_gap_ev=8.91 relative_energy_kcal_mol=42.1 spin_multiplicity=1 largest_force_ev_per_a=6.83 homo_energy_ev=-8.926
C -0.7055 -1.9388 -0.9849 -1.01 1.27 -2.54 -0.385
C 0.0162 -1.8442 0.1520 -1.18 -1.65 -0.36 -0.241
C 0.5738 0.3406 1.4226 2.28 2.80 -2.87 -0.323
C 0.7847 1.7556 1.0390 -3.41 -5.68 -1.66 -0.303
C -0.3896 1.5851 -0.9348 1.33 -2.05 2.61 -0.176
C -0.4324 0.1267 -0.7147 -1.11 2.07 -0.38 0.471
H -0.9706 -2.7187 -1.6536 -0.12 -1.17 0.35 0.439
H 0.1712 -2.7159 0.7379 0.82 0.17 1.04 0.390
H 1.2666 -0.0370 2.2073 -1.18 -0.07 -0.50 0.316
H 1.2110 2.3125 1.7690 1.30 2.00 1.79 0.431
H -0.8403 2.0038 -1.7821 -0.63 0.28 -1.21 0.470
N 0.1023 -0.5344 0.3633 1.89 4.12 3.15 0.174
N 0.2318 2.3655 -0.1094 0.74 -0.48 1.39 -0.592
N -1.0193 -0.7008 -1.5117 0.28 -1.60 -0.82 -0.671